Entry 1:
A 6-piece molecular cluster, C16H45NO12 overall in a non-equilibrium geometry, computed with ωB97M-V/def2-TZVPD.

Geometry as ORCA input:
```
! RIJCOSX wB97M-V def2-TZVPD def2/J DEFGRID3
* xyz 0 1
O -1.44 1.23 -4.91
O 1.98 -0.90 -1.79
O -2.69 -1.01 -3.69
O -2.46 3.08 0.43
O -0.52 -0.93 0.66
O 1.67 2.35 3.16
O -0.26 3.49 -1.06
O 1.52 2.66 -3.21
O -4.87 -2.02 2.06
O -5.61 -0.99 -1.38
O -2.44 0.81 1.92
O 6.17 -2.96 2.17
N 3.39 -0.65 2.12
C 0.87 1.65 -3.86
C 3.25 0.65 2.84
C 0.05 -1.24 -0.47
C 4.72 -1.12 2.28
C -0.55 2.24 -4.28
C 4.84 -2.66 1.74
C -3.17 -0.19 2.63
C -0.57 2.13 -0.70
C 0.41 2.92 3.09
C -2.14 2.17 -0.61
C 1.91 1.26 2.38
C -3.46 -0.76 -2.52
C 1.46 -0.73 -0.56
C -3.85 -1.09 1.60
C -5.00 -1.26 -2.59
C 6.52 -4.25 1.73
H 2.10 -1.34 0.06
H 0.87 2.83 -2.56
H 4.03 -3.16 2.21
H -2.56 1.18 -0.44
H -5.49 -0.80 -3.38
H -0.24 1.65 0.22
H 1.41 1.47 -4.87
H -5.15 -2.64 1.42
H -5.08 -2.35 -2.71
H 5.00 -1.00 3.35
H 1.06 0.51 2.39
H -0.30 3.01 -5.05
H -6.33 -1.62 -1.19
H 1.91 1.66 1.35
H 1.48 0.26 -0.20
H -3.12 -1.92 1.29
H -1.53 0.45 -4.36
H 5.40 -0.47 1.82
H 1.82 -1.83 -2.14
H -1.14 2.72 -3.55
H 6.01 -4.91 2.31
H -0.53 -0.83 -1.28
H -2.57 2.44 -1.53
H -3.29 -0.96 -4.41
H -4.05 0.21 3.14
H 0.76 0.65 -3.43
H -0.24 1.50 -1.49
H 4.04 1.30 2.64
H -2.68 2.66 1.22
H -1.04 3.93 -0.69
H 0.47 3.48 2.15
H 2.59 -1.31 2.34
H -1.74 0.31 1.46
H -4.41 -0.62 0.76
H 0.43 3.61 3.94
H 3.34 0.23 3.89
H -2.88 -0.96 -1.64
H 4.66 -2.55 0.64
H 0.11 -2.25 -0.79
H -0.48 2.25 3.07
H 6.42 -4.41 0.61
H -2.58 -0.67 3.31
H -3.65 0.21 -2.55
H -0.01 -1.22 1.42
H 7.47 -4.53 2.07
*
```

HOMO energy = -8.6671 eV
Gap between HOMO and LUMO = 8.7 eV
LUMO energy = 0.0000 Eh
Structure (SMILES) = COCCNCCOC.OCCO.OCCO.OCCO.OCCO.OCCO

Entry 2:
An isolated ion of composition C4H10NO2 and charge -1 in a non-equilibrium geometry, computed with ωB97M-V/def2-TZVPD.

Geometry as ORCA input:
```
! RIJCOSX wB97M-V def2-TZVPD def2/J DEFGRID3
* xyz -1 1
O 1.12 -2.28 -1.38
O -1.72 0.84 -0.55
N 0.41 -0.62 0.19
C 0.69 -1.94 0.01
C -1.11 2.03 -0.07
C 0.27 1.75 0.59
C 0.22 0.36 1.26
H 0.94 0.12 2.04
H 1.06 1.89 -0.15
H -0.15 -2.66 0.14
H -1.03 0.09 -0.41
H -0.83 0.23 1.62
H 0.55 2.40 1.44
H -1.77 2.52 0.70
H -0.97 2.63 -0.99
H 1.59 -1.47 -1.65
H 1.46 -2.36 0.69
*
```

HOMO energy = -2.1462 eV
Gap between HOMO and LUMO = 6.4 eV
LUMO energy = 0.1570 Eh

Entry 3:
The molecule C6H8FNO2 in a non-equilibrium geometry, computed with ωB97M-V/def2-TZVPD.

Geometry as ORCA input:
```
! RIJCOSX wB97M-V def2-TZVPD def2/J DEFGRID3
* xyz 0 1
F 2.02 -0.10 1.07
O -1.79 -1.29 0.22
O -1.85 0.87 0.97
N -1.47 0.05 0.15
C 0.67 2.01 -2.02
C 0.89 -0.63 1.30
C -0.96 -2.10 1.05
C 0.48 -1.86 0.97
C -0.17 1.66 -1.02
C -0.59 0.34 -0.79
H 1.12 1.23 -2.71
H -1.14 -3.07 0.68
H -0.43 2.44 -0.27
H 0.18 -0.10 1.92
H -0.13 -0.36 -1.49
H 1.30 -2.38 0.52
H -1.18 -2.00 2.11
H 0.86 3.09 -2.12
*
```

HOMO energy (spin up / spin down) = -8.3542 / -8.3536 eV
Gap between HOMO and LUMO (spin up / spin down) = 8.5 / 8.5 eV
LUMO energy (spin up / spin down) = 0.0046 / 0.0046 Eh
Structure (SMILES) = C=C/C=[N+](\[O-])OC/C=C/F

Entry 4:
An isolated ion of composition C5H10NOS2 and charge +1 in a non-equilibrium geometry, computed with ωB97M-V/def2-TZVPD.

Geometry as ORCA input:
```
! RIJCOSX wB97M-V def2-TZVPD def2/J DEFGRID3
* xyz 1 1
S -2.35 -1.56 -0.56
S 0.05 -3.29 -0.04
O 1.51 -0.88 -0.01
N 0.78 1.57 -0.47
C -0.63 -1.88 -0.18
C 0.19 -0.60 -0.04
C -0.11 0.54 -1.17
C 0.28 1.61 0.94
C -0.02 0.15 1.31
H 1.66 -1.81 -0.40
H -1.21 0.99 -1.28
H 1.00 2.22 1.52
H -2.54 -2.92 -0.27
H 0.15 0.34 -2.16
H 0.67 2.41 -1.06
H -1.09 0.35 1.58
H 1.73 1.19 -0.50
H -0.65 2.06 0.88
H 0.56 -0.49 1.93
*
```

HOMO energy = -12.8313 eV
Gap between HOMO and LUMO = 8.9 eV
LUMO energy = -0.1439 Eh
Structure (SMILES) = O[C@@]1(C(=S)S)CC[NH2+]C1

Entry 5:
H2ORb as an isolated structure in a non-equilibrium geometry, computed with ωB97M-V/def2-TZVPD.

Geometry as ORCA input:
```
! RIJCOSX wB97M-V def2-TZVPD def2/J DEFGRID3
* xyz 2 2
Rb 0.71 0.08 -2.25
O -0.08 -0.21 0.44
H -0.53 -0.61 1.18
H -0.10 0.73 0.63
*
```

HOMO energy (spin up / spin down) = -29.8157 / -29.6540 eV
Gap between HOMO and LUMO (spin up / spin down) = 19.8 / 11.3 eV
Expectation value of S² = 0.753
LUMO energy (spin up / spin down) = -0.3690 / -0.6760 Eh

Entry 6:
C15H36CrLiNO5 as an isolated structure in a non-equilibrium geometry, computed with ωB97M-V/def2-TZVPD.

Geometry as ORCA input:
```
! RIJCOSX wB97M-V def2-TZVPD def2/J DEFGRID3
* xyz 0 5
Cr 0.25 -0.55 -0.08
O -0.66 -0.31 -2.05
O 2.50 -0.53 -0.47
O -1.91 -0.75 0.24
O 1.13 -1.22 1.91
O 0.43 1.49 0.54
N -0.07 -2.60 -0.89
C -1.19 0.94 -2.54
C 2.85 -0.67 -2.90
C -1.18 -3.06 0.08
C -0.75 3.08 1.98
C -3.07 0.04 0.52
C 0.16 2.85 0.79
C -0.92 -0.96 3.16
C -0.56 -2.66 -2.26
C -0.28 3.72 -0.39
C 0.61 -1.03 3.22
C 1.18 0.12 3.99
C 3.71 1.36 -1.58
C -2.42 -2.09 0.12
C 3.34 -0.10 -1.51
C -1.24 -1.44 -2.66
Li 2.38 0.76 1.18
H -1.65 2.48 2.03
H -2.30 -1.53 -2.41
H -1.05 -3.60 -2.49
H 1.06 1.09 3.51
H 0.40 3.56 -1.23
H 4.28 -0.62 -1.29
H 1.93 -0.17 -3.21
H -2.86 1.07 0.81
H -0.49 4.77 -0.18
H -0.77 -3.17 1.09
H 3.66 -0.55 -3.62
H -1.03 4.13 2.05
H -1.23 -0.96 4.20
H -3.58 -0.31 1.41
H -0.36 1.64 -2.38
H 0.65 0.19 4.94
H -1.57 0.96 -3.56
H 0.80 -3.10 -0.74
H -0.27 2.74 2.90
H 4.43 1.70 -0.83
H 2.25 0.07 4.18
H -3.12 -2.36 -0.67
H 0.87 -1.94 3.77
H 0.34 -2.63 -2.88
H -1.44 -1.79 2.69
H 4.21 1.69 -2.49
H -1.90 1.30 -1.79
H -1.22 3.40 -0.83
H -2.98 -2.36 1.02
H 1.17 3.16 1.07
H -3.72 0.04 -0.36
H -1.29 -1.39 -3.75
H -1.47 -4.08 -0.15
H 2.53 -1.71 -2.84
H -1.44 -0.04 2.88
H 2.87 1.96 -1.24
*
```

HOMO energy (spin up / spin down) = -5.9405 / -7.2310 eV
Gap between HOMO and LUMO (spin up / spin down) = 6.2 / 7.5 eV
Expectation value of S² = 6.007
LUMO energy (spin up / spin down) = 0.0086 / 0.0084 Eh

Entry 7:
A 2-piece molecular cluster, C3H7N2O overall in a non-equilibrium geometry, computed with ωB97M-V/def2-TZVPD.

Geometry as ORCA input:
```
! RIJCOSX wB97M-V def2-TZVPD def2/J DEFGRID3
* xyz 1 1
O 5.98 -1.00 0.47
N -1.86 0.42 0.92
N -2.09 0.70 -1.19
C -1.62 -0.80 0.34
C -1.75 -0.61 -1.00
C -2.13 1.32 -0.01
H -1.88 0.61 1.92
H -2.34 2.36 0.13
H -1.60 -1.31 -1.81
H -1.44 -1.72 0.86
H 6.93 -0.95 0.30
H -1.99 1.25 -2.03
H 5.79 -0.29 1.09
*
```

HOMO energy = -13.3214 eV
Gap between HOMO and LUMO = 9.8 eV
LUMO energy = -0.1301 Eh

Entry 8:
C47H45Cl3GeN3P3STc as an isolated structure in a non-equilibrium geometry, computed with ωB97M-V/def2-TZVPD.

Geometry as ORCA input:
```
! RIJCOSX wB97M-V def2-TZVPD def2/J DEFGRID3
* xyz 3 3
Tc 0.00 0.18 0.89
Ge 1.18 5.17 0.77
Cl 0.67 2.33 1.28
Cl 0.43 5.02 -1.29
Cl -0.68 5.77 1.74
S 1.37 -0.96 2.49
P -1.98 -1.35 1.07
P 2.12 0.51 -0.90
P -2.17 1.31 1.40
N 0.68 0.10 4.98
N -3.09 -0.06 1.07
N 2.77 -0.47 4.67
C -3.46 2.90 5.50
C -2.30 -2.29 -1.53
C -3.59 -4.23 -2.11
C 1.77 -3.39 -2.02
C -3.75 -2.77 4.45
C 6.56 -0.49 -0.29
C -1.21 -2.91 3.31
C 2.06 3.07 -4.66
C -3.97 -4.38 -0.79
C -2.03 3.04 3.57
C 0.88 -3.82 -1.04
C 2.77 -0.06 6.08
C 3.89 0.24 -0.62
C 0.61 -1.56 -0.22
C -2.29 2.31 -1.14
C 1.24 1.94 -4.59
C 4.31 -0.42 0.54
C 0.32 -2.92 -0.14
C 1.29 0.31 6.30
C 2.82 3.45 -3.56
C -2.44 3.53 4.80
C 1.56 -0.36 4.12
C 2.13 -2.06 -2.08
C -3.39 4.34 -1.77
C 1.54 -1.17 -1.19
C -2.65 3.21 -2.12
C -3.49 -3.52 0.18
C 2.00 1.55 -2.35
C -4.46 -0.06 0.54
C 4.83 0.54 -1.62
C 6.15 0.16 -1.44
C -3.80 4.54 -0.46
C -1.47 -3.53 4.53
C -4.09 1.79 4.96
C -2.65 -2.47 -0.19
C -2.76 -3.18 -2.48
C -2.22 -2.21 2.66
C -2.68 2.52 0.18
C -2.72 -3.44 5.11
C 2.78 2.71 -2.40
C 5.63 -0.78 0.71
C -3.45 3.63 0.53
C -3.69 1.28 3.73
C 1.20 1.18 -3.44
C -2.66 1.91 3.03
C -0.75 0.23 4.80
C -3.50 -2.17 3.23
H -3.75 -3.68 1.22
H -4.74 -2.73 4.88
H -2.35 3.06 -3.14
H 1.16 1.34 6.62
H -1.95 4.41 5.20
H -4.18 0.42 3.31
H 7.60 -0.77 -0.16
H -4.53 -0.73 -0.31
H 3.44 4.33 -3.62
H 2.21 -4.11 -2.70
H -2.91 -3.91 6.06
H -1.07 1.22 5.12
H 3.44 0.79 6.22
H 2.08 3.66 -5.57
H 6.87 0.37 -2.23
H -3.65 5.06 -2.53
H 0.62 -4.87 -0.97
H -0.33 -3.31 0.63
H -1.69 1.43 -1.39
H -3.78 3.78 1.55
H -0.69 -4.09 5.03
H 5.95 -1.29 1.60
H -3.78 3.29 6.46
H 3.10 -0.87 6.72
H 0.80 -0.34 7.04
H -4.90 1.31 5.49
H 0.66 1.64 -5.46
H -3.93 -4.93 -2.86
H -1.25 3.54 3.02
H 3.58 -0.83 4.20
H -0.23 -2.98 2.87
H -1.27 -0.52 5.40
H -1.67 -1.46 -1.81
H 3.58 -0.66 1.30
H -4.72 0.94 0.22
H 4.54 1.03 -2.53
H -1.00 0.08 3.76
H -2.47 -3.06 -3.52
H -5.19 -0.38 1.29
H -4.31 -1.69 2.69
H 2.86 -1.71 -2.80
H -4.64 -5.18 -0.50
H -4.38 5.41 -0.20
H 0.59 0.29 -3.38
H 3.37 3.01 -1.54
*
```

HOMO energy (spin up / spin down) = -15.6575 / -15.8193 eV
Gap between HOMO and LUMO (spin up / spin down) = 5.7 / 5.2 eV
Expectation value of S² = 2.082
LUMO energy (spin up / spin down) = -0.3645 / -0.3906 Eh

Entry 9:
A 3-piece molecular cluster, C4H13NO2 overall in a non-equilibrium geometry, computed with ωB97M-V/def2-TZVPD.

Geometry as ORCA input:
```
! RIJCOSX wB97M-V def2-TZVPD def2/J DEFGRID3
* xyz 1 2
O 4.01 -1.37 0.99
O -2.46 0.67 -2.17
N -0.10 1.10 1.31
C -0.36 -0.06 0.73
C 0.92 0.55 -1.42
C -1.49 -0.84 1.29
C 0.28 -0.40 -0.48
H -1.79 -1.60 0.57
H 0.14 -1.41 -0.83
H 0.38 1.81 0.76
H 3.30 -0.87 0.57
H -2.35 -0.16 1.36
H 1.37 1.36 -0.85
H -3.41 0.80 -2.32
H 4.21 -0.82 1.76
H -2.40 -0.03 -1.50
H -0.83 1.46 1.92
H 1.71 0.00 -1.93
H 0.19 1.04 -2.06
H -1.31 -1.25 2.28
*
```

HOMO energy (spin up / spin down) = -14.4744 / -14.4864 eV
Gap between HOMO and LUMO (spin up / spin down) = 10.6 / 7.4 eV
Expectation value of S² = 0.757
LUMO energy (spin up / spin down) = -0.1420 / -0.2598 Eh

Entry 10:
The molecule C23H21BrN2O4, computed with ωB97M-V/def2-TZVPD.

Geometry as ORCA input:
```
! RIJCOSX wB97M-V def2-TZVPD def2/J DEFGRID3
* xyz 0 1
Br -2.31 1.54 5.41
O 2.41 4.40 -0.69
O -5.52 -3.43 1.95
O 2.46 -3.15 -1.70
O 1.68 3.57 -3.02
N -3.61 -3.41 0.77
N 1.17 -1.33 -1.24
C 2.30 -1.95 -1.66
C 2.80 4.92 0.56
C 3.39 -0.98 -2.12
C 3.33 2.22 -0.10
C -4.71 -0.78 2.95
C -2.21 -1.51 0.17
C -0.01 -1.89 -0.75
C 2.69 3.10 -0.96
C 3.18 0.45 -1.72
C 3.57 0.90 -0.48
C -1.43 -3.75 -0.18
C -2.60 -1.93 3.16
C 2.54 1.33 -2.60
C -3.88 -1.85 2.61
C -2.96 0.14 4.28
C -0.24 -3.26 -0.69
C 1.30 3.20 -4.32
C -4.43 -2.94 1.76
C -2.14 -0.93 3.99
C -1.02 -1.02 -0.33
C 2.30 2.64 -2.24
C -2.42 -2.88 0.27
C -4.25 0.23 3.77
H 0.53 -3.94 -1.03
H 2.24 0.97 -3.57
H -5.71 -0.74 2.55
H 4.06 0.24 0.21
H 2.16 2.89 -4.92
H -4.88 1.07 4.02
H -1.97 -2.78 2.94
H -1.15 -0.99 4.42
H -2.99 -0.82 0.47
H 0.55 2.40 -4.31
H -3.95 -4.27 0.33
H 1.19 -0.32 -1.24
H 4.34 -1.36 -1.72
H 3.45 -1.08 -3.21
H 3.64 2.54 0.88
H 3.89 4.88 0.70
H 2.31 4.40 1.39
H -1.59 -4.81 -0.13
H 2.48 5.96 0.55
H 0.86 4.09 -4.76
H -0.87 0.05 -0.40
*
```

HOMO energy = -8.1501 eV
Gap between HOMO and LUMO = 8.5 eV
LUMO energy = 0.0132 Eh
Structure (SMILES) = COc1ccc(CC(=O)Nc2ccc(NC(=O)c3ccc(Br)cc3)cc2)cc1OC

Entry 11:
C24H19BeO4Sb as an isolated structure in a non-equilibrium geometry, computed with ωB97M-V/def2-TZVPD.

Geometry as ORCA input:
```
! RIJCOSX wB97M-V def2-TZVPD def2/J DEFGRID3
* xyz 2 1
Sb -1.78 1.67 1.23
O -1.10 -0.83 -2.52
O 1.92 1.46 1.67
O 1.62 -2.39 0.90
O -1.47 -1.45 1.36
C -3.54 5.81 3.34
C -4.62 0.34 0.84
C -5.71 -0.12 -1.29
C -2.10 1.00 3.29
C -3.38 1.02 5.37
C -3.58 1.04 -1.21
C -3.83 4.06 1.67
C -4.64 0.51 -1.96
C -1.68 4.37 2.72
C -1.07 0.34 3.96
C -3.56 0.96 0.18
C -0.59 -1.00 0.66
C -5.70 -0.19 0.11
C 1.23 1.08 0.80
C 0.91 -1.50 0.51
C -0.37 -0.27 -1.81
C -1.20 0.00 5.32
C -2.52 3.64 1.89
C 3.64 0.88 -2.50
C 2.87 1.93 -2.80
C -3.26 1.33 4.00
C -2.20 5.44 3.47
C -2.34 0.34 6.03
C -4.35 5.13 2.43
Be 0.53 0.08 -0.37
H -6.54 -0.65 0.64
H -0.38 -0.54 5.81
H 4.37 0.91 -1.68
H -4.65 0.59 -3.05
H -0.62 4.11 2.80
H 2.21 1.92 -3.68
H -1.55 5.97 4.16
H -2.45 0.07 7.08
H -6.55 -0.53 -1.86
H -5.39 5.42 2.31
H 2.95 2.88 -2.24
H 3.62 -0.03 -3.12
H -3.94 6.64 3.94
H -4.29 1.30 5.89
H -0.15 0.09 3.42
H -4.46 3.57 0.92
H -4.63 0.25 1.92
H -2.76 1.52 -1.75
H -4.08 1.88 3.53
*
```

HOMO energy (spin up / spin down) = -14.8934 / -14.8511 eV
Gap between HOMO and LUMO (spin up / spin down) = 6.0 / 4.6 eV
LUMO energy (spin up / spin down) = -0.3259 / -0.3782 Eh

Entry 12:
The molecule C4H6N2 in a non-equilibrium geometry, computed with ωB97M-V/def2-TZVPD.

Geometry as ORCA input:
```
! RIJCOSX wB97M-V def2-TZVPD def2/J DEFGRID3
* xyz 0 1
N -0.22 0.15 0.36
N 1.89 -2.51 0.17
C 0.95 1.02 0.05
C 1.51 -1.45 -0.15
C 0.86 -0.28 -0.61
C -1.54 0.07 -0.27
H -2.35 0.24 0.44
H -1.62 -0.94 -0.67
H -0.19 -0.20 1.32
H 0.73 1.94 -0.49
H -1.60 0.78 -1.10
H 1.58 1.18 0.93
*
```

HOMO energy = -8.0447 eV
Gap between HOMO and LUMO = 8.6 eV
LUMO energy = 0.0203 Eh